No. 1
{"formula": "BeCo2N5O15", "method": "ωB97M-V/def2-TZVPD", "multiplicity": 7, "orbital_gap_ev": [7.4, 6.3], "charge": 1, "e_homo_ev": [-13.0, -12.9], "elements": ["Co", "Co", "Be", "N", "O", "O", "O", "N", "O", "O", "O", "N", "O", "O", "O", "N", "O", "O", "O", "N", "O", "O", "O"], "coordinates": [[31.66429, -9.71565, 12.56704], [34.44919, -13.26308, 13.03132], [31.24265, -14.07961, 13.36819], [28.97858, -11.24774, 13.02105], [28.02433, -10.92638, 13.69504], [29.76933, -10.45864, 12.51621], [29.37463, -12.41579, 12.95447], [32.02103, -12.47174, 11.20915], [31.06499, -13.23570, 11.40295], [31.90440, -11.25286, 11.02004], [33.14939, -12.87186, 11.46014], [32.58865, -15.90241, 13.39882], [33.65855, -15.23712, 13.25993], [32.65213, -17.05160, 13.72404], [31.51578, -15.22404, 13.16530], [31.84826, -12.26586, 14.46589], [30.85016, -13.00501, 14.54691], [31.76126, -11.05070, 14.26901], [32.98872, -12.71582, 14.41604], [34.95374, -10.11101, 12.98393], [35.18557, -11.31992, 12.75213], [33.74466, -9.67628, 12.86784], [35.78821, -9.31651, 13.31527]], "forces_ev_per_angstrom": [[-0.29, -2.13, -0.05], [-1.43, 1.38, -0.79], [-5.74, 15.51, 1.62], [-0.65, -3.28, 3.39], [-0.03, 0.64, -1.01], [2.61, 5.19, -2.25], [-1.59, -1.07, -0.65], [-1.55, 1.34, 2.49], [0.23, 0.09, -0.51], [-0.63, 0.19, -1.21], [3.28, -1.66, 0.19], [3.59, -1.82, 0.63], [0.20, 0.21, -0.07], [-1.65, 1.84, -0.72], [3.18, -15.32, -2.08], [0.63, 4.17, -1.61], [0.76, -1.23, 0.71], [-1.24, -0.63, 1.41], [1.52, -2.36, 0.47], [-1.25, 2.37, 0.62], [0.64, -1.85, 0.12], [-0.65, -0.38, -0.32], [0.05, -1.20, -0.37]], "lowdin_charge": [1.13, 1.12, 0.42, -0.53, 0.12, -0.09, -0.02, -0.46, 0.09, 0.01, -0.05, -0.32, -0.02, 0.27, 0.03, -0.40, 0.12, 0.05, 0.00, -0.48, -0.06, -0.10, 0.17]}

=====

No. 2
{"formula": "C26H20Cl2CoF5N7O8", "method": "ωB97M-V/def2-TZVPD", "multiplicity": 4, "orbital_gap_ev": [7.0, 7.0], "charge": -2, "e_homo_ev": [-3.2, -3.1], "e_above_lowest_kcal_mol": 0.0, "elements": ["Co", "Cl", "C", "C", "C", "Cl", "C", "O", "C", "C", "O", "C", "H", "H", "H", "C", "C", "N", "C", "C", "N", "C", "O", "O", "C", "O", "O", "H", "H", "H", "H", "H", "F", "C", "C", "F", "C", "F", "C", "O", "C", "F", "C", "F", "C", "C", "C", "C", "N", "N", "H", "H", "H", "H", "H", "H", "H", "H", "H", "H", "H", "H", "O", "N", "C", "C", "N", "C", "N"], "coordinates": [[8.56260, 12.14727, 13.87993], [6.02279, 19.31058, 14.87359], [6.83063, 17.78395, 14.80245], [8.11804, 17.64385, 15.15872], [8.81570, 16.44342, 15.02744], [10.50454, 16.35487, 15.53375], [8.17773, 15.20356, 14.56666], [8.78624, 14.11074, 14.55248], [6.81892, 15.44014, 14.15723], [6.09548, 14.40133, 13.45526], [6.46454, 13.27862, 13.11164], [6.19063, 16.68416, 14.25519], [8.66345, 18.49112, 15.58820], [5.07694, 14.69585, 13.10997], [5.18880, 16.81132, 13.89504], [11.11391, 12.74712, 16.40995], [11.25284, 11.62271, 15.38876], [10.39527, 11.23752, 14.43666], [10.96862, 10.21113, 13.75977], [12.18765, 9.94496, 14.33827], [12.33780, 10.83662, 15.36750], [13.24598, 8.88152, 14.10236], [13.14610, 8.15894, 13.06396], [14.19323, 8.87872, 14.91191], [10.30836, 9.47490, 12.66096], [11.04071, 8.65866, 12.00409], [9.11044, 9.65187, 12.46375], [10.56105, 13.58452, 16.01590], [12.09183, 13.09635, 16.77284], [10.59139, 12.35738, 17.23370], [13.06609, 10.78930, 16.04991], [12.05373, 8.47250, 12.47088], [8.14260, 12.38241, 6.74310], [8.30823, 12.56678, 8.04993], [7.58823, 11.78798, 8.93005], [6.58906, 10.99220, 8.50799], [7.83289, 11.85978, 10.30393], [7.00956, 11.25111, 11.17478], [8.91190, 12.61615, 10.82274], [9.22897, 12.65886, 12.06524], [9.53238, 13.46875, 9.88043], [10.49699, 14.33490, 10.29510], [9.23287, 13.44290, 8.54707], [9.93554, 14.27794, 7.75325], [6.28445, 7.35005, 14.92771], [5.81096, 8.70609, 14.36423], [5.32035, 8.56334, 12.93268], [4.67004, 9.21998, 15.23305], [6.99042, 9.51660, 14.45099], [6.84868, 10.85410, 14.05721], [5.45427, 6.66018, 15.05680], [6.78240, 7.47331, 15.88753], [7.00181, 6.86252, 14.23129], [4.43484, 7.94397, 12.85158], [6.07685, 8.14287, 12.28119], [5.03762, 9.52154, 12.54531], [3.87127, 8.45317, 15.25883], [4.17473, 10.11878, 14.84625], [5.01405, 9.40261, 16.27460], [7.71476, 9.10952, 13.86033], [6.18422, 11.36136, 14.71080], [6.47301, 10.95340, 13.11250], [8.11097, 12.14362, 16.14777], [6.97703, 11.93174, 16.69413], [6.95195, 11.96131, 18.00916], [5.71059, 11.80873, 18.66554], [4.69412, 11.69598, 19.20355], [8.06553, 12.21265, 18.80662], [9.06385, 12.37964, 19.31640]], "forces_ev_per_angstrom": [[-0.36, 0.08, 0.18], [-0.16, 0.43, 0.13], [-2.13, -1.12, -1.25], [3.54, -0.34, 1.09], [-0.55, -0.19, 0.16], [-0.70, 0.12, -0.21], [0.58, 1.20, 0.42], [0.06, 0.21, -0.17], [0.10, -0.50, -0.36], [-0.37, -0.70, -0.80], [0.05, 0.88, 0.66], [0.28, 0.41, 0.42], [-0.16, -0.27, -0.23], [0.12, 0.14, 0.24], [-0.43, -0.15, -0.17], [0.84, -0.52, -1.30], [-0.68, 0.85, 0.29], [-0.18, 1.38, 0.88], [1.18, -0.26, 0.64], [0.42, -1.17, -0.32], [-0.57, -0.35, -0.76], [1.14, 0.98, 0.73], [-0.35, -0.02, -0.03], [-0.75, -0.12, -0.33], [-0.64, 0.34, 0.29], [0.29, -0.46, -0.46], [-0.06, 0.05, -0.07], [-0.19, 0.10, -0.23], [-0.13, -0.22, -0.34], [-0.84, -0.37, 1.20], [0.44, 0.00, 0.04], [-0.06, -0.22, -0.15], [-0.16, 0.15, -1.15], [-0.49, -0.52, 0.14], [-0.24, -0.05, 1.66], [0.05, -0.01, -0.35], [0.41, 0.31, -0.69], [0.05, -0.29, -0.45], [-0.36, 0.43, 0.73], [0.03, -0.04, -0.26], [0.47, -0.05, 0.64], [-0.51, -0.41, -0.11], [0.90, 0.61, 0.19], [-0.18, -0.21, -0.45], [0.17, -0.35, -0.67], [-0.38, -1.14, 0.26], [-0.11, -0.40, -0.07], [-0.36, -0.12, 0.74], [0.80, 0.24, 0.52], [-1.07, 1.46, -0.02], [-0.20, -0.09, -0.03], [-0.02, 0.16, 0.03], [-0.31, 0.35, 0.36], [-0.25, -0.29, 0.14], [0.30, -0.05, -0.11], [-0.11, 0.68, -0.34], [0.39, 0.24, 0.07], [0.35, 0.03, 0.04], [-0.22, -0.01, -0.63], [0.07, 0.30, 0.12], [1.26, -0.91, -0.79], [-0.10, -0.12, 0.19], [-0.84, -0.34, 0.75], [1.12, 0.20, -1.34], [-1.03, 0.02, 0.25], [-0.95, -0.16, 0.08], [0.25, 0.00, -0.06], [-0.53, -0.27, -1.04], [2.11, 0.45, 1.49]], "lowdin_charge": [0.79, 0.62, -0.72, -0.17, -0.51, 0.65, -0.36, -0.09, -0.12, -0.17, 0.00, -0.08, 0.10, 0.12, 0.10, 0.01, -0.27, 0.12, -0.11, -0.07, 0.17, -0.57, 0.02, -0.01, -0.52, 0.09, 0.03, 0.02, 0.08, 0.03, 0.16, 0.03, 0.09, -0.20, -0.15, 0.09, -0.13, 0.07, -0.28, -0.09, -0.13, 0.08, -0.17, 0.08, -0.05, -0.65, -0.04, -0.06, -0.05, -0.04, 0.07, 0.08, 0.09, 0.08, 0.09, 0.06, 0.08, 0.08, 0.09, 0.09, 0.09, 0.06, -0.17, -0.01, -0.35, -0.23, 0.11, -0.22, 0.15]}

=====

Number 1: largest force on an atom 0.3231 Eh/bohr. Number 2: largest force on an atom 0.0724 Eh/bohr.